Below is a cluster of 2 separate species, C3H3NO2 in total, with properties calculated with ωB97M-V with the def2-TZVPD basis set.

Output
SMILES ... C=C=O.N=C=O
Relative energy (zero: lowest compared OMol25 entry of this formula, charge and spin) ... 1.5887 eV
Total charge ... 0
HOMO ... -9.26 eV
Gap between HOMO and LUMO ... 9.9 eV
DFT total energy ... -8743.542 eV

```
9
Properties=species:S:1:pos:R:3:forces:R:3
C 1.675654 -0.413718 0.609264 -1.1400 -0.1616 0.1393
C 2.951564 -0.256664 0.527094 1.5981 0.2356 -0.1291
O 4.102826 -0.116224 0.445549 -0.3859 -0.0516 0.0251
H 1.253855 -1.398573 0.642138 -0.0206 -0.2682 -0.0193
H 1.023016 0.431561 0.708679 -0.0173 0.2625 -0.0136
N -1.840427 0.696954 -0.854387 0.0961 0.8446 -0.5661
C -1.754446 -0.242323 -0.126468 0.1940 0.2492 -0.0980
O -1.470431 -1.077485 0.616586 -0.0116 -1.0739 0.7808
H -2.551353 1.068655 -1.440997 -0.3127 -0.0367 -0.1192
```
Positions in Å, forces in eV/Å.

Atom charges from the Mulliken analysis, given in e for atoms 1 to 5:
1 C -0.97
2 C 0.87
3 O -0.36
4 H 0.25
5 H 0.19